Record 1
C46H52F21NO3S | ωB97M-V/def2-TZVPD

```
! RIJCOSX wB97M-V def2-TZVPD def2/J DEFGRID3
* xyz 0 1
C 6.974 0.753 -0.321
O 6.662 0.350 -1.722
C 5.894 1.437 -2.391
C 6.502 1.644 -3.900
C 5.405 2.084 -5.037
C 4.772 0.726 -5.715
C 3.147 0.763 -5.941
C 2.299 1.265 -4.601
C 1.705 2.768 -4.881
C 1.992 3.862 -3.693
C 1.937 3.262 -2.168
C 1.488 4.335 -1.012
C 0.056 5.087 -1.276
C -1.159 3.991 -1.022
C -1.444 2.918 -2.231
C -2.592 1.761 -2.065
C -3.556 1.577 -0.709
C -3.241 2.687 0.501
C -2.062 3.862 0.340
C -1.812 4.870 1.631
C -1.417 3.964 2.972
C 0.211 3.720 3.130
C 0.540 2.374 4.055
F -0.462 2.200 5.159
F 1.888 2.534 4.704
C 0.587 0.980 3.189
F -0.638 0.150 3.361
F 1.723 0.171 3.769
F 0.921 1.155 1.749
N -4.608 0.494 -0.626
C -4.022 -0.889 -0.969
C -4.282 -2.173 0.041
C -3.593 -3.609 -0.380
C -2.685 -3.838 -1.747
C -2.026 -5.319 -2.017
C -0.418 -5.179 -1.581
C 0.079 -4.330 -0.235
C 1.692 -4.233 0.195
C 2.885 -4.955 -0.702
C 2.407 -5.753 -2.056
C 0.809 -5.865 -2.469
C -2.455 -2.562 -2.797
C -3.131 -1.132 -2.363
S -2.920 0.449 -3.417
H 7.181 -0.173 0.377
H 6.098 1.360 0.188
H 7.947 1.417 -0.340
H 4.766 1.122 -2.349
H 6.005 2.402 -1.726
H 6.978 0.629 -4.255
H 7.331 2.489 -3.832
H 6.016 2.632 -5.901
H 4.601 2.859 -4.674
H 5.335 0.542 -6.750
H 5.075 -0.206 -5.036
H 2.816 -0.363 -6.160
H 2.859 1.365 -6.919
H 3.056 1.220 -3.709
H 1.421 0.466 -4.477
H 2.270 3.173 -5.850
H 0.563 2.697 -5.203
H 3.098 4.263 -3.865
H 1.277 4.777 -3.891
H 3.039 2.902 -1.899
H 1.281 2.271 -2.184
H 1.362 3.704 -0.008
H 2.392 5.077 -0.787
H -0.008 5.971 -0.477
H -0.084 5.521 -2.358
H -0.799 3.001 -3.218
H -3.863 2.638 1.503
H -0.959 5.659 1.460
H -2.799 5.442 1.895
H -1.900 2.880 2.944
H -1.793 4.463 3.965
H 0.728 3.687 2.079
H 0.645 4.633 3.763
H -5.305 0.744 -1.391
H -4.908 -1.980 1.018
H -3.774 -4.518 0.358
H -2.502 -6.056 -1.243
H -2.058 -5.679 -3.130
H -0.674 -3.800 0.495
H 2.061 -3.659 1.164
H 4.030 -4.909 -0.466
H 3.205 -6.260 -2.747
H 0.462 -6.460 -3.430
H -1.825 -2.634 -3.781
C -7.626 -8.032 -3.392
C -6.616 -7.308 -4.295
C -5.209 -7.895 -4.287
F -4.636 -7.852 -3.060
F -4.391 -7.187 -5.112
F -6.603 -5.985 -3.979
F -7.099 -7.377 -5.576
O -7.844 -7.456 -2.101
C -6.903 -7.835 -1.098
C -6.074 -6.651 -0.583
F -5.385 -6.049 -1.586
F -5.151 -7.058 0.329
F -6.141 -8.853 -1.563
F -7.639 -8.356 -0.078
H -8.601 -7.950 -3.890
H -7.441 -9.111 -3.334
H -5.210 -8.932 -4.634
H -6.713 -5.897 -0.115
C 1.626 3.464 7.747
C 2.295 4.842 7.857
C 3.488 4.905 8.805
F 3.151 4.605 10.083
F 4.008 6.162 8.836
F 1.355 5.770 8.180
F 2.731 5.179 6.602
O 0.463 3.261 8.555
C 0.717 2.864 9.902
C 0.246 3.904 10.926
F 0.845 5.105 10.733
F 0.554 3.518 12.194
F 2.027 2.546 10.033
F 0.032 1.701 10.079
H 1.256 3.380 6.717
H 2.342 2.639 7.846
H 4.283 4.226 8.488
H -0.836 4.054 10.865
*
```

Results
Lowest unoccupied orbital energy: -0.14 eV
Energy relative to the best compared isomer or geometry (same formula, charge and spin): 2817.1 kJ/mol
Calculated total energy: -4558.65137 a.u.
Strongest force on any atom: 5.4 eV/Å
HOMO: -8.05 eV
SMILES: COCCCCCCCCCCCc1cc2c(cc1CCCC(F)(F)C(F)(F)F)Nc1ccc(Cc3ccccc3)cc1S2.FC(F)C(F)(F)COC(F)(F)C(F)F.FC(F)C(F)(F)COC(F)(F)C(F)F

Results of the Löwdin charge analysis, in e, for atoms 1 through 5: number 1, C, carries -0.1293; number 2, O, carries -0.2669; number 3, C, carries -0.2129; number 4, C, carries -0.1715; number 5, C, carries -0.2055

---

Record 2
C46H53N10OSSc | ωB97M-V/def2-TZVPD

```
! RIJCOSX wB97M-V def2-TZVPD def2/J DEFGRID3
* xyz 2 1
Sc -0.032 0.332 0.358
C -4.404 1.158 1.512
C -3.211 0.594 0.822
N -2.000 0.865 1.124
N -1.763 1.721 2.204
C -0.632 1.406 2.760
O 0.155 0.441 2.296
C -0.174 2.142 3.948
C -0.816 3.298 4.387
C -0.345 3.953 5.509
C 0.757 3.457 6.201
C 1.391 2.301 5.773
C 0.927 1.644 4.642
C -3.370 -0.399 -0.280
C -4.626 -0.745 -0.744
C -4.745 -1.743 -1.703
C -3.600 -2.371 -2.146
C -2.376 -1.945 -1.643
N -2.239 -0.971 -0.746
H -4.108 1.702 2.403
H -5.103 0.366 1.778
H -4.927 1.844 0.840
H -1.673 3.676 3.846
H -0.840 4.849 5.855
H 1.114 3.974 7.082
H 2.237 1.907 6.318
H 1.415 0.747 4.288
H -5.505 -0.253 -0.355
H -5.717 -2.032 -2.078
H -3.634 -3.177 -2.865
H -1.476 -2.430 -1.990
C 4.946 0.951 -1.173
N 4.158 -0.249 -1.399
C 4.965 -1.415 -1.742
C 2.825 -0.344 -1.160
N 2.128 0.337 -0.284
C 2.768 1.001 0.811
C 3.739 0.362 1.532
C 4.374 0.993 2.620
C 4.006 2.254 2.975
C 2.951 2.919 2.301
C 2.535 4.197 2.752
C 1.459 4.814 2.192
C 0.757 4.178 1.150
C 1.166 2.976 0.639
N 0.397 2.392 -0.429
C 0.210 3.123 -1.518
N -0.878 2.913 -2.302
C -0.837 3.073 -3.750
C -2.079 2.308 -1.778
N 1.035 4.119 -1.936
C 2.463 4.120 -1.694
C 0.507 5.386 -2.429
C 2.294 2.294 1.210
N 2.174 -1.282 -1.937
C 2.448 -1.353 -3.375
C 0.812 -1.663 -1.653
H 5.584 1.104 -2.045
H 5.574 0.859 -0.284
H 4.307 1.814 -1.048
H 5.708 -1.577 -0.958
H 5.490 -1.254 -2.685
H 4.346 -2.303 -1.824
H 4.039 -0.639 1.247
H 5.152 0.473 3.161
H 4.487 2.758 3.803
H 3.066 4.652 3.577
H 1.121 5.773 2.558
H -0.126 4.645 0.731
H 0.162 3.346 -4.070
H -1.540 3.838 -4.082
H -1.112 2.127 -4.226
H -2.193 2.563 -0.725
H -2.083 1.218 -1.896
H -2.939 2.695 -2.326
H 2.791 3.113 -1.477
H 2.743 4.772 -0.863
H 2.962 4.464 -2.602
H -0.578 5.361 -2.454
H 0.884 5.602 -3.430
H 0.823 6.187 -1.759
H 3.408 -0.904 -3.598
H 1.676 -0.813 -3.932
H 2.456 -2.392 -3.704
H -0.190 -2.521 -0.127
H 0.649 -2.622 -2.157
H 0.098 -0.940 -2.088
N 0.538 -1.808 -0.216
S -0.253 -5.060 -0.518
C 1.068 -5.872 -1.378
C 1.042 -7.257 -1.502
C 2.067 -7.911 -2.168
C 3.117 -7.186 -2.713
C 3.145 -5.804 -2.595
C 2.121 -5.147 -1.930
C 0.352 -4.973 1.154
C 1.702 -5.036 1.479
C 2.097 -4.886 2.801
C 1.157 -4.654 3.794
C -0.189 -4.589 3.465
C -0.596 -4.757 2.150
H 1.350 -2.225 0.242
H 0.217 -7.814 -1.078
H 2.047 -8.987 -2.262
H 3.915 -7.702 -3.229
H 3.970 -5.244 -3.016
H 2.149 -4.070 -1.819
H 2.441 -5.232 0.713
H 3.145 -4.958 3.057
H 1.468 -4.543 4.824
H -0.929 -4.429 4.237
H -1.650 -4.748 1.901
*
```

Results
Lowest unoccupied orbital energy: -5.55 eV
Calculated total energy: -3566.11812 a.u.
Strongest force on any atom: 1.0 eV/Å
HOMO: -12.39 eV

Results of the Löwdin charge analysis, in e, for atoms 1 through 5: number 1, Sc, carries 1.1298; number 2, C, carries 0.0083; number 3, C, carries -0.2460; number 4, N, carries -0.0497; number 5, N, carries 0.1165

---

The highest strongest force on any atom belongs to which entry? C46H52F21NO3S

---

The highest HOMO belongs to which entry? C46H52F21NO3S

---

Which of these has the lowest lowest unoccupied orbital energy? C46H53N10OSSc